Entry from the Open Molecules 2025 dataset: a single C11H16N2 molecule (wB97M-V/def2-TZVPD).

The LUMO energy (spin up / spin down) is 0.235 / 0.603 eV. Its calculated total energy is -538.1122 hartree. The value obtained for the energy above the lowest of the compared OMol25 structures with the same formula, charge and spin is 4.275 eV. The spin multiplicity is 1.

Cartesian coordinates (Å):
C1 -3.4309 0.1718 -0.4264
C2 -0.4239 1.4595 1.2045
C3 0.7682 1.9368 0.3344
C4 -1.7710 -0.7110 1.1570
C5 -0.1910 -1.4196 -0.9282
C6 -0.3073 -0.0914 1.2977
C7 -2.2747 -0.4870 -0.1732
C8 1.2523 0.7539 -0.4053
C9 0.6728 -0.5006 0.1706
C10 1.9382 0.8999 -1.7581
C11 1.8010 -1.4436 0.6711
N1 -4.3982 0.8566 -0.5336
N2 -1.4690 -0.8705 -1.1957
H1 -0.3197 1.8070 2.1984
H2 -1.2984 1.6417 0.6859
H3 0.5738 2.8027 -0.3070
H4 1.6011 2.2052 0.9722
H5 -1.7766 -1.7366 1.4412
H6 -2.4120 -0.2405 1.9371
H7 0.3901 -1.6372 -1.8688
H8 -0.2054 -2.2057 -0.1870
H9 0.1310 -0.3135 2.2249
H10 1.7789 0.1891 -2.5868
H11 3.0644 1.0441 -1.8053
H12 1.7567 1.9082 -2.1771
H13 1.5031 -2.5482 0.7586
H14 2.3096 -1.0065 1.5199
H15 2.5528 -1.4894 -0.0487
H16 -1.8158 -0.9750 -2.1723

Force components x, y, z for each atom (eV/Å):
C -3.499 2.652 -0.229
C 2.603 -1.519 -0.541
C 0.068 -0.114 0.299
C 1.326 1.310 2.475
C 2.047 1.067 1.436
C -1.052 0.741 -1.840
C 0.217 -0.432 -0.925
C -0.327 -0.456 -1.516
C 0.047 -1.072 -1.506
C 1.333 1.140 -0.273
C -1.379 -0.912 0.079
N 2.025 -1.721 0.061
N 0.060 -0.503 -2.406
H -0.627 0.970 0.836
H -2.043 1.020 -0.530
H -0.169 -0.081 0.106
H 0.279 0.609 0.541
H 0.211 -1.224 0.035
H 0.337 -0.060 -0.711
H -0.698 0.110 1.192
H -0.628 -1.369 -0.839
H 0.387 -0.729 1.371
H -0.468 -0.089 0.687
H -0.709 -0.772 0.901
H -0.792 -0.353 0.129
H 0.134 1.604 0.613
H -0.234 -0.292 0.647
H 1.348 0.044 -1.601
H 0.202 0.430 1.509

Entry from the Open Molecules 2025 dataset: a molecular structure, C24H23ClOPPr (wB97M-V/def2-TZVPD).

The LUMO energy (spin up / spin down) is -0.499 / -0.514 eV. Its calculated total energy is -2322.0282 hartree. The spin multiplicity is 3.

Cartesian coordinates (Å):
C1 -1.1624 -1.6128 1.2843
C2 -1.0300 -2.0788 -0.0470
C3 0.4004 -2.1949 -0.3633
H1 -1.8710 -2.1285 -0.7817
C4 1.1552 -1.7505 0.7435
C5 0.2101 -1.3452 1.8139
H2 0.6373 -1.2226 2.8664
H3 -2.0339 -1.0923 1.7487
H4 0.8308 -2.5038 -1.3330
H5 2.2592 -1.6866 0.8873
Pr1 -0.2438 0.3805 -0.3350
Cl1 2.1768 1.4303 -0.4858
P1 0.1137 0.3464 -3.7911
C6 1.2127 -0.7083 -4.8202
C7 0.7866 -1.4273 -5.9515
H6 -0.2559 -1.3787 -6.2730
C8 1.6977 -2.2080 -6.6754
H7 1.3528 -2.7644 -7.5502
C9 3.0387 -2.2767 -6.2841
H8 3.7470 -2.8858 -6.8521
C10 3.4685 -1.5634 -5.1562
H9 4.5142 -1.6129 -4.8457
C11 2.5652 -0.7925 -4.4219
H10 2.8991 -0.2467 -3.5357
C12 -1.5298 -0.0828 -4.4876
C13 -2.1668 -1.2168 -3.9418
H11 -1.6729 -1.7854 -3.1471
C14 -3.4150 -1.6176 -4.4182
H12 -3.8952 -2.5044 -3.9989
C15 -4.0560 -0.8859 -5.4289
H13 -5.0374 -1.1987 -5.7947
C16 -3.4347 0.2477 -5.9616
H14 -3.9282 0.8266 -6.7453
C17 -2.1751 0.6510 -5.4960
H15 -1.6991 1.5347 -5.9256
C18 0.4007 1.9917 -4.5583
C19 1.1088 2.1953 -5.7553
H16 1.5300 1.3460 -6.2969
C20 1.2750 3.4911 -6.2634
H17 1.8298 3.6370 -7.1932
C21 0.7365 4.5909 -5.5880
H18 0.8671 5.5999 -5.9876
C22 0.0318 4.3922 -4.3924
H19 -0.3914 5.2465 -3.8602
C23 -0.1290 3.1068 -3.8753
H20 -0.6683 2.9572 -2.9356
C24 -0.1019 0.2611 3.6342
O1 0.0401 0.4617 2.0123
H21 0.9077 0.4237 4.0502
H22 -0.7054 -0.6126 4.0219
H23 -0.7152 1.1116 3.6630

Force components x, y, z for each atom (eV/Å):
C 1.141 1.201 0.687
C 0.936 -0.205 -1.335
C -1.569 0.051 -1.057
H 0.812 -0.483 0.715
C -0.801 0.708 1.377
C 1.178 -1.857 -1.433
H -0.753 -1.595 -1.986
H 0.560 -1.035 -0.387
H -0.438 0.015 0.653
H -1.193 -0.152 -0.421
Pr 1.744 -1.051 2.336
Cl -0.344 0.028 -0.334
P -0.124 0.058 -0.625
C 0.535 -0.476 0.072
C 0.255 0.081 0.180
H 0.314 -0.028 0.116
C 0.066 0.133 0.171
H 0.114 0.185 0.285
C -0.203 0.203 0.190
H -0.256 0.218 0.211
C -0.129 -0.019 -0.120
H -0.334 0.008 -0.081
C -0.326 -0.115 -0.269
H -0.065 -0.156 -0.214
C -0.474 -0.111 0.046
C -0.088 0.317 -0.292
H -0.135 0.136 -0.253
C -0.063 0.079 -0.120
H 0.141 0.280 -0.126
C 0.294 0.059 0.134
H 0.350 0.107 0.134
C 0.129 -0.098 0.173
H 0.147 -0.191 0.242
C -0.180 -0.321 0.097
H -0.129 -0.272 0.155
C 0.081 0.564 0.146
C -0.192 0.227 0.223
H -0.119 0.247 0.200
C -0.134 -0.042 0.204
H -0.182 -0.044 0.305
C -0.054 -0.322 0.127
H -0.044 -0.359 0.157
C 0.005 -0.029 -0.102
H 0.156 -0.252 -0.157
C 0.332 -0.148 -0.499
H 0.155 0.101 -0.252
C -0.341 1.446 -3.004
O -0.493 1.129 3.436
H -0.693 -0.350 -0.113
H 1.025 0.721 -0.891
H -0.617 1.409 1.299